# 1
{"formula": "C30H55Al2BBr2ClF8LiN4NaO11P", "method": "ωB97M-V with the def2-TZVPD basis set", "total_charge": 2, "symbols": ["C", "C", "C", "C", "N", "B", "O", "C", "C", "O", "C", "C", "C", "C", "C", "C", "F", "C", "C", "C", "C", "O", "C", "C", "N", "N", "N", "O", "H", "H", "H", "H", "H", "H", "H", "H", "H", "H", "H", "H", "H", "H", "H", "H", "H", "H", "H", "H", "H", "H", "H", "H", "H", "H", "H", "H", "H", "H", "H", "H", "H", "H", "H", "H", "H", "H", "H", "H", "H", "Na", "C", "C", "C", "O", "C", "C", "C", "O", "O", "O", "H", "H", "Al", "F", "Li", "Cl", "Br", "C", "C", "Br", "H", "H", "H", "H", "Al", "C", "C", "O", "C", "O", "O", "C", "H", "H", "H", "H", "H", "H", "H", "H", "F", "P", "F", "F", "F", "F", "F"], "coordinates": [[2.2764, -0.5205, -0.7506], [2.0608, 1.0536, -0.3431], [0.5997, 1.3741, 0.3275], [-0.6598, 1.0640, -0.7192], [-1.9192, 0.5940, -0.0254], [-2.1516, -0.8996, -0.1692], [-0.9466, -1.7164, 0.0749], [-0.8840, -2.1339, 1.4940], [0.6779, -2.1614, 2.0722], [-2.4639, -1.1236, -1.6247], [-3.9247, -1.2979, -1.9226], [-4.3922, 0.2438, -2.2013], [-3.4593, 1.1041, -3.2335], [-3.2500, 2.6424, -2.6123], [-4.3261, -2.0256, -3.3627], [-3.1310, -2.9465, -4.0008], [-3.3201, -3.2130, -5.4748], [-4.3727, -2.0566, -0.5170], [-3.6684, -3.5485, -0.5368], [-4.6876, -4.8127, -0.6798], [-3.7339, -6.1844, -0.5802], [-5.3980, -4.9257, -1.9608], [-5.9450, -2.2056, -0.1248], [-6.7422, -0.8373, 0.2831], [-7.9830, -1.3227, 1.0693], [-7.3578, -0.0929, -0.9211], [-6.0191, 0.0809, 1.2437], [-3.4500, -1.3540, 0.4379], [1.3146, -1.0564, -1.1497], [2.6465, -1.1247, 0.1830], [3.0943, -0.6098, -1.5949], [2.8837, 1.3694, 0.4295], [2.2695, 1.6954, -1.3221], [0.5741, 2.5420, 0.5387], [0.3768, 0.8168, 1.3319], [-0.8859, 2.1168, -1.2326], [-0.3048, 0.3552, -1.5885], [-1.8749, 0.7956, 1.0067], [-1.5316, -1.4756, 2.2176], [-1.2368, -3.2734, 1.5316], [0.5906, -2.4506, 3.2090], [1.3584, -2.9257, 1.4990], [1.1672, -1.1006, 2.0052], [-4.4954, 0.9088, -1.2173], [-5.4641, 0.1719, -2.7235], [-4.0808, 1.2818, -4.2379], [-2.4599, 0.6012, -3.5651], [-4.3097, 3.1694, -2.7430], [-2.5006, 3.2812, -3.2583], [-3.0023, 2.6160, -1.4686], [-5.3332, -2.6087, -3.1431], [-4.6175, -1.2326, -4.2066], [-2.0813, -2.4040, -3.9154], [-2.9987, -3.9993, -3.5050], [-2.8223, -3.6823, -1.3315], [-3.1351, -3.6615, 0.5258], [-5.4780, -4.9329, 0.1774], [-3.3974, -6.5752, -1.6333], [-4.2957, -6.9714, 0.0803], [-2.7883, -5.8366, 0.0566], [-4.6746, -5.1037, -2.6406], [-6.5168, -2.6626, -1.0679], [-6.0879, -2.9376, 0.8081], [-8.5116, -1.9619, 0.4356], [-7.6950, -1.9101, 1.8835], [-8.2560, -0.5444, -1.2114], [-7.5099, 0.8810, -0.5485], [-5.2020, 0.5656, 0.8146], [-5.5993, -0.5490, 1.9803], [-2.7116, 2.5666, 0.3347], [7.4659, -3.5118, -0.5968], [6.6700, -2.9769, 0.3451], [6.3107, -1.5185, 0.0773], [5.5356, -0.8531, 0.7716], [6.9347, -0.8436, -1.0912], [7.7416, -1.3754, -2.0263], [8.0144, -2.8625, -1.8169], [8.6671, -3.5670, -2.5933], [8.2741, -0.7983, -3.0239], [6.2024, -3.5339, 1.3854], [7.7671, -4.5488, -0.4984], [6.6770, 0.2068, -1.1619], [3.2884, -2.3063, 2.7549], [-4.5116, -7.4750, 1.8404], [6.2884, 1.1893, -2.2917], [-8.7116, -0.9707, 3.2989], [-1.7409, 6.4313, -2.1452], [-0.7139, 7.5348, -0.9073], [-0.0517, 6.6910, 0.1566], [-1.3366, 6.1295, 1.5128], [-1.3995, 8.2847, -0.5030], [0.0375, 8.0321, -1.5270], [0.6974, 7.2735, 0.7004], [0.4151, 5.7831, -0.2359], [-2.6116, -0.7417, -4.9196], [6.6383, -0.2716, 3.6235], [5.4699, 0.6470, 3.9357], [5.8238, 1.5932, 4.9520], [6.5661, 2.6474, 4.5360], [6.9423, 2.8574, 3.3927], [6.8443, 3.4206, 5.6161], [7.7008, 4.5242, 5.3320], [7.0161, -0.7412, 4.5372], [6.3383, -1.0537, 2.9199], [7.4721, 0.2839, 3.1835], [4.6390, 0.0539, 4.3308], [5.1034, 1.1569, 3.0374], [7.3154, 5.1244, 4.5011], [8.7105, 4.1635, 5.1116], [7.7459, 5.1579, 6.2222], [2.7515, 5.0732, -0.8777], [3.9886, 4.8344, 0.0395], [4.1760, 3.8889, -1.1849], [5.5342, 5.0331, 0.0501], [4.2212, 6.3753, 0.0285], [4.1995, 3.5931, 0.9579], [3.0479, 5.0439, 1.2643]], "forces_ev_per_angstrom": [[0.09, 0.00, -0.09], [0.31, -0.21, 0.01], [-0.35, 0.74, -0.98], [1.33, 1.39, -0.02], [0.87, 0.41, 1.09], [-1.43, -1.36, -2.29], [-0.43, -0.23, 3.21], [0.76, -1.24, -0.50], [-0.75, 0.40, 0.34], [-1.79, -1.12, -2.45], [1.62, 2.22, 0.45], [-1.77, 0.20, -0.14], [-1.14, 1.28, 0.21], [-1.05, 0.01, -1.07], [0.12, -0.78, 0.06], [-0.15, -1.42, 0.17], [0.14, 1.06, 3.07], [2.67, -0.02, -0.33], [-0.91, -1.36, 0.77], [1.41, -2.28, 0.33], [0.56, 1.71, 1.02], [1.79, 0.90, -0.07], [-0.55, -0.42, 0.15], [-0.76, 1.98, -0.36], [1.25, -2.14, 1.37], [1.28, -0.19, 2.38], [0.19, -1.69, -0.89], [-1.99, -0.02, -0.10], [1.73, 1.11, 0.86], [-0.57, 0.99, -1.73], [-1.49, 0.14, 1.74], [-1.49, -0.50, -1.53], [-0.81, -1.11, 2.22], [0.18, -2.42, -0.19], [0.69, 0.87, -1.87], [0.57, -2.11, 0.75], [-1.03, 1.19, 1.93], [0.72, -0.59, -0.95], [1.22, -1.23, -1.40], [0.58, 2.53, 0.24], [0.29, 0.36, -2.04], [-1.47, 1.15, 0.77], [-0.87, -1.70, 0.00], [0.23, -1.77, -2.06], [2.16, 0.45, 1.48], [1.35, -0.39, 1.91], [-1.26, 1.42, 1.66], [2.28, -1.11, 0.45], [-1.31, -1.37, 1.64], [-0.37, -0.04, -3.39], [2.24, 0.82, -0.81], [0.31, -1.31, 1.77], [-1.71, -1.36, 0.19], [-0.29, 2.20, -0.97], [-1.58, 0.65, 1.40], [-1.37, 0.28, -2.41], [1.51, 0.56, -1.77], [-0.73, 0.72, 1.95], [0.86, 0.85, -0.74], [-1.84, -1.15, -1.44], [-1.55, 0.09, 1.33], [1.36, 0.76, 2.11], [0.69, 1.47, -2.22], [-0.48, 0.74, 0.93], [0.37, -0.14, -1.33], [1.10, 0.75, 0.46], [-0.29, -1.38, -0.76], [-0.92, -0.94, 0.09], [-0.46, 0.98, -1.02], [-0.10, 1.29, 0.79], [2.73, -2.18, -2.93], [-3.62, 2.01, 4.69], [-0.77, 2.16, -0.12], [0.65, -1.50, -0.71], [-2.24, 0.39, 2.85], [3.46, -1.18, -4.19], [1.03, -1.60, -0.93], [-1.31, 1.62, 1.45], [-1.83, -0.63, 2.42], [1.16, 0.95, -2.68], [0.04, -0.14, 0.01], [0.29, -0.62, 1.26], [0.47, 0.16, -0.01], [0.00, 0.32, -0.43], [-0.14, 1.13, -0.98], [-0.07, 0.48, -1.35], [-0.14, -0.07, 0.02], [0.17, 0.10, -0.01], [0.27, 0.09, -0.08], [-0.16, -0.32, 0.00], [0.15, -0.25, -0.07], [-0.08, -0.17, 0.16], [-0.12, -0.14, -0.12], [-0.02, 0.34, 0.08], [0.40, 0.20, -1.63], [0.31, -0.03, 0.13], [0.31, 0.01, -0.37], [-0.04, 0.31, -0.22], [0.72, 0.75, -0.47], [-0.65, -0.56, 1.67], [-0.61, -1.06, -0.96], [0.43, 0.66, -0.11], [-0.15, 0.02, -0.07], [0.02, 0.06, 0.17], [-0.22, 0.00, -0.02], [0.00, 0.21, 0.36], [0.20, 0.12, 0.13], [0.11, -0.26, 0.09], [-0.20, 0.08, -0.11], [-0.19, -0.36, -0.06], [-5.40, 2.12, -0.82], [0.62, 1.69, 0.97], [3.51, -4.29, -3.51], [5.00, -2.73, 0.45], [-2.47, 4.89, -0.69], [2.22, -5.71, 0.55], [-3.65, 3.38, 2.81]], "lowdin_charge": [-0.1211, -0.2144, -0.1412, -0.1771, 0.0054, -1.0451, -0.0303, -0.1656, -0.2285, -0.0430, -0.2520, -0.1180, -0.2769, -0.0746, -0.0951, -0.1984, -0.1394, -0.2215, -0.0411, -0.3529, -0.0472, -0.1098, -0.0004, -0.4940, -0.0051, 0.0719, 0.0967, -0.0129, 0.0798, 0.0162, 0.0768, 0.1096, 0.1292, 0.1276, 0.1056, 0.1162, 0.1361, 0.1044, 0.1445, 0.1442, 0.0858, 0.0278, 0.0261, 0.1122, 0.1283, 0.1142, -0.0440, 0.1222, 0.1022, 0.0118, 0.1593, 0.0848, 0.0578, 0.1520, 0.1378, 0.1463, 0.1543, 0.0947, 0.0625, 0.0925, 0.0885, 0.1538, 0.1532, 0.1355, -0.0389, 0.0985, 0.1078, 0.0676, 0.1110, 0.5429, 0.2379, -0.2914, -0.2838, 0.0212, 0.0916, -0.3568, -0.2382, 0.1999, 0.1096, 0.1051, 0.1678, 0.0746, 1.1026, -0.4575, 0.8622, 0.3657, 0.5868, -0.6627, -0.6738, 0.6010, 0.0603, 0.0713, 0.0776, 0.0349, 1.0471, -0.0664, -0.2338, 0.0336, -0.5413, 0.1144, -0.0013, -0.0423, 0.0941, 0.0250, 0.0877, 0.0835, 0.1215, 0.1022, 0.1012, 0.0991, -0.1536, -0.0285, -0.1741, -0.1402, -0.1332, -0.1613, -0.1466]}

---

# 2
{"formula": "C30H55EuN4O2P2", "method": "ωB97M-V with the def2-TZVPD basis set", "multiplicity": 8, "total_charge": 1, "symbols": ["C", "C", "C", "C", "C", "H", "H", "H", "N", "P", "P", "C", "H", "H", "C", "O", "C", "H", "C", "C", "C", "C", "C", "H", "H", "H", "C", "H", "H", "H", "C", "H", "H", "H", "C", "H", "H", "H", "C", "H", "H", "H", "C", "H", "H", "H", "C", "H", "H", "H", "C", "H", "H", "H", "C", "H", "H", "H", "C", "H", "H", "H", "C", "H", "H", "H", "C", "H", "H", "H", "Eu", "N", "C", "C", "C", "C", "C", "H", "H", "H", "H", "H", "H", "H", "H", "H", "N", "C", "N", "O", "H", "H", "H", "H"], "coordinates": [[2.2457, 1.9594, -1.2966], [0.2960, 1.7953, -2.6796], [2.8092, 2.9406, -2.1085], [0.7671, 2.8920, -3.4478], [2.0325, 3.4098, -3.1861], [3.8105, 3.3088, -1.8627], [0.1404, 3.2150, -4.2894], [2.4554, 4.1911, -3.8108], [1.0925, 1.3525, -1.6371], [2.0462, 1.1405, 1.5330], [-1.5119, -0.4127, -2.2731], [3.0125, 1.4187, -0.0364], [3.4632, 0.4414, -0.3115], [3.8291, 2.0986, 0.2701], [-1.1800, -1.7149, 1.4632], [-1.7048, -2.4618, 2.1446], [-0.9450, 1.1081, -2.9953], [-1.5898, 1.5523, -3.7720], [-0.7835, -1.8284, -3.2982], [-3.3925, -0.5005, -1.9749], [2.8530, -0.1164, 2.7088], [1.5457, 2.8215, 2.1765], [-0.7473, -3.1313, -2.4533], [-1.7586, -3.5127, -2.2405], [-0.2046, -3.8888, -3.0423], [-0.2186, -3.0011, -1.4948], [-1.6662, -1.9754, -4.5408], [-2.6678, -2.3665, -4.3001], [-1.7602, -1.0113, -5.0654], [-1.1627, -2.6918, -5.2088], [0.6354, -1.3985, -3.7004], [1.1243, -2.2274, -4.2253], [0.5930, -0.5348, -4.3739], [1.2498, -1.1321, -2.8323], [-3.8052, -1.9464, -1.5928], [-3.2439, -2.2880, -0.7033], [-4.8814, -1.9604, -1.3311], [-3.6306, -2.6612, -2.4110], [-3.8255, 0.4070, -0.8080], [-3.4677, 0.0342, 0.1659], [-3.4877, 1.4430, -0.9531], [-4.9295, 0.4235, -0.7458], [-4.0414, 0.0290, -3.2496], [-3.7520, -0.5527, -4.1330], [-5.1378, -0.0099, -3.1299], [-3.7330, 1.0730, -3.4061], [0.4911, 2.6375, 3.3042], [0.2517, 3.6364, 3.7107], [-0.4393, 2.1958, 2.9182], [0.8448, 1.9810, 4.1176], [0.9477, 3.6723, 1.0324], [1.7271, 3.9755, 0.3192], [0.1312, 3.1716, 0.4880], [0.5127, 4.5844, 1.4689], [2.8130, 3.5001, 2.6963], [2.5920, 4.5740, 2.8186], [3.1034, 3.0793, 3.6681], [3.6433, 3.3819, 1.9811], [4.0093, -0.7699, 1.9498], [4.7648, -0.0286, 1.6463], [4.4904, -1.5251, 2.5959], [3.6159, -1.2701, 1.0555], [1.8124, -1.2119, 3.0908], [1.4915, -1.8235, 2.2285], [2.2993, -1.8903, 3.8136], [0.9153, -0.7869, 3.5750], [3.3777, 0.5842, 3.9653], [4.1521, 1.3132, 3.6768], [2.5627, 1.0839, 4.5157], [3.8333, -0.1803, 4.6235], [-0.0963, 0.1759, 0.0467], [1.5023, -1.5922, -0.3496], [2.2600, -2.3999, -0.7295], [3.2059, -3.5014, -1.0714], [3.3995, -3.5367, -2.5899], [4.5431, -3.2115, -0.3855], [2.6094, -4.8170, -0.5627], [2.4291, -3.7420, -3.0729], [3.7649, -2.5500, -2.9206], [4.1279, -4.3128, -2.8960], [4.3783, -3.2060, 0.7022], [5.3300, -3.9544, -0.6107], [4.8866, -2.2200, -0.7232], [3.2690, -5.6805, -0.7722], [2.4492, -4.7381, 0.5251], [1.6340, -4.9785, -1.0498], [-3.1874, 3.1505, 1.4024], [-2.4400, 2.0491, 1.5438], [-2.6372, 1.1812, 2.5728], [-1.5421, 1.8523, 0.6696], [-3.9031, 3.4424, 2.0766], [-2.9554, 3.6618, 0.5697], [-2.1285, 0.3009, 2.6061], [-3.3608, 1.4166, 3.2655]], "forces_ev_per_angstrom": [[0.57, -0.11, -0.37], [-1.12, -1.30, 0.09], [0.02, -0.46, 1.05], [0.81, 0.41, -0.22], [-0.76, -0.27, -0.27], [-0.50, 0.10, -0.25], [0.48, 0.07, 0.42], [-0.20, -0.06, -0.03], [0.10, 0.49, 0.09], [-1.43, -0.69, -0.52], [1.08, -0.35, 1.05], [0.56, 0.27, -0.15], [-0.23, 0.59, 0.21], [-0.11, -0.17, -0.78], [-1.06, -1.63, 1.31], [0.72, 0.97, -0.97], [0.04, 0.92, 0.08], [0.64, -0.04, 0.25], [-1.17, 0.22, 0.31], [0.39, -0.09, -0.51], [0.10, 0.56, -0.06], [0.53, -0.28, 0.45], [-0.02, 0.16, -0.44], [0.47, 0.09, -0.11], [-0.19, 0.01, 0.19], [-0.24, 0.06, -0.39], [0.54, -0.65, -0.32], [0.42, 0.13, -0.14], [0.04, -0.34, 0.12], [-0.35, 0.12, -0.15], [-0.24, 0.01, -0.03], [-0.09, 0.04, -0.01], [0.08, -0.18, 0.18], [-0.16, 0.03, -0.22], [-0.01, 0.24, -0.23], [-0.18, 0.12, -0.37], [0.45, 0.00, -0.20], [-0.18, 0.25, 0.32], [0.06, 0.12, -0.05], [0.01, 0.07, -0.32], [-0.02, -0.32, 0.04], [0.37, -0.09, -0.15], [-0.68, -0.16, -0.01], [-0.24, 0.20, 0.25], [0.24, 0.12, -0.26], [-0.20, -0.28, 0.00], [0.18, 0.06, -0.26], [0.09, -0.40, 0.00], [0.47, 0.22, 0.10], [-0.10, 0.42, -0.27], [0.02, -0.20, -0.10], [-0.27, -0.07, 0.17], [0.49, 0.21, 0.20], [0.21, -0.17, 0.00], [-0.25, 0.64, 0.35], [0.35, -0.24, 0.08], [0.00, 0.36, -0.36], [-0.23, 0.22, 0.31], [-0.01, -0.07, 0.04], [-0.17, -0.30, 0.12], [-0.12, 0.23, -0.23], [0.31, 0.21, 0.36], [0.24, 0.24, 0.06], [0.21, 0.38, 0.26], [-0.23, 0.18, -0.19], [0.35, -0.08, -0.15], [0.19, -0.38, 0.13], [-0.28, -0.30, 0.34], [0.53, -0.19, -0.13], [-0.16, 0.40, -0.14], [-0.92, 0.32, -0.06], [2.55, -2.72, -1.11], [-1.34, 1.11, 1.07], [0.46, -0.42, -0.40], [-0.26, 0.24, -0.45], [0.14, 0.39, 0.38], [-0.55, -0.08, 0.26], [0.49, 0.09, 0.02], [-0.12, -0.43, -0.12], [-0.39, 0.39, 0.36], [0.33, 0.07, -0.34], [-0.61, 0.22, -0.12], [0.15, -0.34, 0.32], [-0.24, 0.58, 0.03], [0.03, -0.23, -0.34], [0.32, -0.14, 0.22], [-0.58, -0.21, 1.11], [1.20, -0.50, -1.14], [-0.88, 0.91, 0.23], [-1.65, 0.22, 1.67], [0.59, -0.12, -0.81], [-0.27, 0.42, 0.08], [-0.33, 0.63, 0.09], [0.76, -0.64, -0.52]], "mulliken_spin": [-0.0081, -0.0001, -0.0030, 0.0006, 0.0007, -0.0002, -0.0004, 0.0001, -0.0275, 0.0902, 0.0434, 0.0018, -0.0028, 0.0032, 0.1011, 0.0318, -0.0104, 0.0002, -0.0344, -0.0107, -0.0367, -0.0274, 0.0186, 0.0026, 0.0004, -0.0037, 0.0014, -0.0003, 0.0002, 0.0001, 0.0135, 0.0003, -0.0001, -0.0007, 0.0002, 0.0025, -0.0001, 0.0001, 0.0117, -0.0020, 0.0008, 0.0006, -0.0001, 0.0001, -0.0001, 0.0002, -0.0084, -0.0004, 0.0087, 0.0038, 0.0082, 0.0003, -0.0038, 0.0002, 0.0005, -0.0002, -0.0001, 0.0002, 0.0061, 0.0004, -0.0007, -0.0008, 0.0449, -0.0016, -0.0001, -0.0023, -0.0007, 0.0003, -0.0001, -0.0001, 6.7983, -0.0915, 0.0520, 0.0115, 0.0020, 0.0009, 0.0027, -0.0006, 0.0000, 0.0000, -0.0002, 0.0001, -0.0003, 0.0003, -0.0004, -0.0005, 0.0007, -0.0076, 0.0066, 0.0079, -0.0002, -0.0003, 0.0091, -0.0022]}

---

| no. | total energy (eV) |
| --- | --- |
| 1 | -262579.718 |
| 2 | -79959.932 |